[1]
Here is a gas-phase ion, C16H30BrN4O3 (charge +1) from the Open Molecules 2025 dataset. Energies are from wB97M-V/def2-TZVPD.

The geometry in ORCA input format:
```
! RIJCOSX wB97M-V def2-TZVPD def2/J DEFGRID3
* xyz 1 1
Br -0.10911 -0.46026 -2.28907
O 1.87258 3.65420 -0.88766
O 1.99098 -2.84457 -3.40968
O 1.36747 1.86163 0.64226
N 1.20968 -3.65100 -1.24095
N -3.92793 -1.57604 -0.25132
N 1.78681 1.42531 -1.63515
N 1.66092 5.12738 1.47848
C 1.25816 0.37864 0.43910
C -1.50193 2.83673 0.21734
C -4.08184 -0.15743 0.29409
C 1.89885 0.15255 3.11822
C 1.29666 -3.38357 0.24483
C -3.04310 2.35606 -0.22033
C 1.50341 -0.01078 -1.14587
C 2.56516 -1.19683 -1.53632
C 1.89023 -2.58934 -2.07528
C -0.45307 2.88218 -1.04213
C -0.19558 -3.96057 -1.70603
C 1.07478 2.40140 -0.69449
C 1.82357 4.48068 0.35256
C -2.95642 0.75176 -0.54361
C 0.45942 -0.57893 3.43475
C 2.35149 -0.15194 1.56727
H 0.71652 -1.54920 4.07596
H 3.33511 0.49828 1.38006
H -0.24727 0.17257 3.99808
H 1.48520 1.51575 -2.63931
H 3.32107 -1.48532 -0.68344
H -5.16777 0.27135 0.21529
H -0.37366 4.02873 -1.36449
H -1.19368 2.09161 1.08479
H 0.81588 -2.37257 0.58541
H 3.23720 -0.76196 -2.42209
H -1.90546 0.37823 -0.11866
H -3.66634 -0.20210 1.40871
H -3.72082 -1.50786 -1.28514
H -0.62543 -4.99103 -1.30261
H -3.70264 2.49118 0.76404
H -0.31552 -3.94951 -2.88912
H 2.73203 -0.14840 3.91674
H 0.70920 -4.24521 0.82012
H 1.79773 1.33608 3.22700
H -3.06119 0.57409 -1.69622
H -1.63724 3.93080 0.66126
H -0.95686 2.33337 -1.94487
H -0.10934 -0.96441 2.48531
H 2.80043 1.70686 -1.60988
H 2.67681 -1.26725 1.42713
H -0.96632 -3.13744 -1.31582
H 2.40353 -3.43317 0.66823
H 0.13465 0.08926 0.59256
H -4.76907 -2.16323 -0.06032
H -3.48794 3.01322 -1.08971
*
```

Calculated values
Kohn-Sham gap in eV: 8.1045
HOMO energy in eV: -11.8695
SMILES string: CCC[C@H]1O[C@@](CCCCCN)(OC#N)[NH2+][C@@]1(Br)CC(=O)N(C)C

Löwdin population analysis, charges in e, atoms 1 to 8:
1 Br 0.916
2 O -0.044
3 O -0.065
4 O -0.061
5 N -0.166
6 N -0.069
7 N 0.108
8 N 0.167

---

[2]
Here is a molecular structure, C16H30EuI2NOP2 from the Open Molecules 2025 dataset. Energies are from wB97M-V/def2-TZVPD.

The geometry in ORCA input format:
```
! RIJCOSX wB97M-V def2-TZVPD def2/J DEFGRID3
* xyz 2 7
Eu -0.34122 0.71179 -1.68036
I -0.31773 -0.52484 -5.20074
I -0.38406 3.68937 -2.49460
P -3.09148 -0.05659 -1.65626
P 2.44516 0.07119 -1.69322
O -0.25117 -2.73424 -3.25716
N 1.34383 1.50421 3.16220
C 3.05655 -0.16168 -3.41476
C -3.91433 -0.11656 -3.28056
C 2.95995 -1.38528 -0.71874
C -0.37441 -0.26553 0.54248
C 2.35231 0.48692 3.13437
C -3.74416 -1.45066 -0.67952
C -0.74403 -2.57239 1.33132
C -0.94211 -2.17289 2.63631
C -3.78884 1.40269 -0.78069
C -0.42350 -1.65000 0.32068
C 0.17088 1.50036 2.31101
C -0.66705 -0.81958 2.82386
C 3.36012 1.44663 -0.93268
C -0.31678 -1.58527 -2.99351
C 1.33874 2.30515 4.35915
C -0.31054 0.13508 1.85655
H 4.15948 -0.09023 -3.44953
H -3.09350 -1.62882 0.18896
H 2.57945 0.60560 -4.05138
H 2.81785 -2.28334 -1.31790
H -3.19561 1.58955 0.12702
H -0.90904 -3.60102 1.08099
H 3.24786 0.93758 3.59407
H -0.04644 -2.09662 -0.59013
H -4.85607 1.25170 -0.53949
H -3.52628 0.71099 -3.89195
H 2.60525 0.14171 2.11836
H -5.01000 -0.05036 -3.17096
H -0.69417 -0.49071 3.85314
H 2.37938 2.61976 4.55417
H 0.68259 3.17319 4.20893
H 3.98962 -1.31446 -0.32043
H -3.59217 -1.02957 -3.80124
H 2.63432 -1.09920 -3.81150
H 0.33280 2.14800 1.43139
H 0.98736 1.72268 5.23508
H 2.25142 -1.57207 0.09655
H 4.43675 1.24069 -0.86616
H 2.09003 -0.41593 3.71380
H -3.61042 2.29468 -1.39001
H -1.17436 -2.88154 3.46776
H 2.96092 1.66492 0.06080
H -4.79382 -1.28872 -0.36535
H 3.16737 2.35946 -1.49561
H -3.60530 -2.37545 -1.24709
H -0.63142 1.99965 2.88256
*
```

Calculated values
Kohn-Sham gap (spin up / spin down) in eV: 7.3257 / 4.7882
⟨S²⟩: 12.08
HOMO energy (spin up / spin down) in eV: -13.9404 / -13.9504
Energy above the lowest of the compared OMol25 structures with the same formula, charge and spin in eV: 0.758

Löwdin population analysis, charges in e, atoms 1 to 8:
1 Eu 1.144
2 I 0.717
3 I -0.245
4 P 0.694
5 P 0.703
6 O 0.022
7 N -0.083
8 C -0.279

---

[3]
Here is 3 unconnected molecules or ions with the total composition C16H31BO11 from the Open Molecules 2025 dataset. Energies are from wB97M-V/def2-TZVPD.

The geometry in ORCA input format:
```
! RIJCOSX wB97M-V def2-TZVPD def2/J DEFGRID3
* xyz -2 1
O -5.20925 -2.67155 -3.27355
O 0.03495 -1.16781 2.01245
O 0.33118 -3.47975 1.92720
O -2.37104 0.84292 0.14992
O 3.38482 4.22437 0.53124
O 4.77702 6.35852 -0.94958
O -2.53488 -2.73836 -2.07794
O -2.98252 -4.15869 0.82981
O -2.33162 -4.06309 2.97702
O -2.98573 1.08576 2.28188
O 1.34179 -2.20111 3.75254
C 2.21864 5.01960 0.61814
C -2.16232 -3.89883 1.76203
C -2.30958 -1.13342 1.50305
C -2.52052 0.31907 1.21210
C 2.73719 -0.64479 0.95321
C 2.47343 -2.03780 1.43976
C -2.97466 -1.75405 -2.98423
C -2.29578 -4.01249 -2.62150
C 5.10160 4.97464 -1.00173
C -4.46344 -1.53165 -2.86320
C -5.64688 -3.45465 -2.17318
C 5.09122 6.95764 0.29025
C -0.86588 -3.22524 1.25157
C -0.92897 -1.65160 1.14426
C 3.89506 4.09184 -0.77934
C 2.87973 0.41647 1.75197
B 1.04170 -2.21435 2.28964
H 2.55667 0.38342 2.78556
H 1.35737 4.48899 0.20080
H 3.12108 4.31279 -1.52120
H -3.79504 0.65472 2.58245
H 4.19641 3.04720 -0.90675
H -1.37582 -4.01433 -3.22206
H -2.70180 -2.00873 -4.01657
H 5.87384 4.73696 -0.26347
H 6.17569 7.08307 0.39911
H 3.33526 -2.36207 2.02858
H 2.43613 -2.69902 0.56949
H 5.51100 4.77511 -1.99734
H 2.79757 -0.49204 -0.12405
H 2.28556 -2.15896 3.90447
H 2.34250 5.97729 0.10260
H 2.03097 5.20478 1.67415
H -0.67536 -1.41384 0.10183
H -4.83588 -3.66087 -1.47099
H -2.46088 -0.82550 -2.71275
H -6.46135 -2.95050 -1.63956
H 4.62290 7.94121 0.30685
H -0.76891 -3.57384 0.21354
H -2.46309 -1.32426 2.56317
H -3.04240 -1.68491 0.90585
H -4.75894 -0.69481 -3.50639
H -2.16796 -4.69206 -1.78038
H 4.71226 6.36966 1.12932
H -4.70580 -1.27115 -1.82936
H 3.28438 1.35344 1.38417
H -6.02064 -4.39777 -2.57237
H -3.13098 -4.35561 -3.24250
*
```

Calculated values
Kohn-Sham gap in eV: 4.7094
HOMO energy in eV: -0.9669

Löwdin population analysis, charges in e, atoms 1 to 8:
1 O -0.204
2 O 0.046
3 O 0.032
4 O 0.097
5 O -0.192
6 O -0.194
7 O -0.188
8 O -0.111

---

[4]
Here is a molecular structure, C16H31BaNP2Se from the Open Molecules 2025 dataset. Energies are from wB97M-V/def2-TZVPD.

The geometry in ORCA input format:
```
! RIJCOSX wB97M-V def2-TZVPD def2/J DEFGRID3
* xyz 0 1
Ba 2.99792 0.58177 1.01967
Se 1.87577 1.37201 6.06541
P 1.48550 2.01478 -0.86627
P 0.25980 -1.56219 -1.31545
N 2.33791 1.81487 3.18661
C -3.73114 -0.18374 -0.13787
C 2.13314 1.66328 4.34157
C 1.98317 -2.07324 -1.08165
C -1.22713 0.45461 1.90086
C -0.59944 -2.78120 -2.36775
C 0.26033 -0.10311 -2.38298
C 2.71684 3.28840 -1.43960
C 2.67415 -1.47374 2.94698
C -3.03862 1.11875 0.16754
C -0.02129 2.96892 -1.30532
C -1.12394 -1.89182 0.69521
C 1.47050 0.86478 -2.34426
C -0.41812 -0.61663 1.19433
C -3.56434 -1.25080 0.96653
C -1.94410 1.34970 0.91779
C -2.43283 -2.16316 0.71039
H 2.07373 -2.73402 -0.20287
H -0.46484 -2.79336 0.61311
H -0.19604 3.74519 -0.54425
H -0.03341 -2.88236 -3.31220
H 0.16081 -0.49233 -3.40456
H 0.18845 3.44100 -2.27500
H 1.45587 1.53683 -3.22156
H -1.64566 2.40731 1.01283
H 2.35706 -2.53281 2.84002
H 0.03997 -0.07202 0.33447
H 2.76549 4.08618 -0.67595
H -3.55706 -0.73358 1.94238
H -3.47964 1.96522 -0.37682
H 2.17127 -1.07226 3.84969
H -0.67662 0.43897 -2.20127
H 2.31748 3.69588 -2.38291
H 3.77412 -1.46767 3.13267
H -4.81132 -0.01417 -0.29331
H -0.48491 1.12665 2.36465
H -3.37376 -0.57921 -1.11123
H -2.77159 -3.17333 0.40503
H 0.44445 -0.89348 1.83199
H 2.23032 -2.63536 -1.99366
H -1.61488 -2.45023 -2.62821
H 2.70191 -1.22954 -0.99775
H -0.67037 -3.75241 -1.86360
H -0.92342 2.35402 -1.40307
H 2.42361 0.30815 -2.38984
H 3.73098 2.87996 -1.61473
H -4.46024 -1.89898 0.92827
H -1.76585 0.02947 2.76599
*
```

Calculated values
Kohn-Sham gap in eV: 5.5074
HOMO energy in eV: -6.3699
Energy above the lowest of the compared OMol25 structures with the same formula, charge and spin in eV: 0.000

Löwdin population analysis, charges in e, atoms 1 to 8:
1 Ba 1.508
2 Se 0.465
3 P 0.624
4 P 0.848
5 N -0.254
6 C -0.191
7 C -1.054
8 C -0.266

---

[5]
Here is 7 unconnected molecules or ions with the total composition C16H31Cl12N from the Open Molecules 2025 dataset. Energies are from wB97M-V/def2-TZVPD.

The geometry in ORCA input format:
```
! RIJCOSX wB97M-V def2-TZVPD def2/J DEFGRID3
* xyz 0 1
Cl -4.84240 0.84735 -1.73350
Cl 1.29889 -1.53768 -5.54437
Cl 1.98599 5.28499 2.23826
Cl 5.26306 -0.35490 -0.57186
Cl -0.20061 6.64320 -1.93007
Cl -1.04846 5.91204 3.38700
Cl 1.76948 -3.16529 1.73233
Cl 0.93913 -2.17112 -2.21557
Cl -2.69295 3.60520 -0.09243
Cl 0.66343 -6.33727 2.57028
Cl -5.47285 2.10475 1.32919
Cl 4.87035 -3.31272 -2.18719
N -2.41908 -2.00243 0.02117
C -5.29146 -0.09093 -0.29757
C -1.91865 -1.02518 -0.30884
C 2.29721 -2.61176 -4.52607
C -1.22284 0.19501 -0.71006
C -0.66626 0.94488 0.49816
C -4.76054 0.50981 0.97920
C 0.19688 0.07971 1.40748
C 1.52627 -3.32221 -3.44933
C 4.78719 -3.05055 -0.41521
C -0.00078 4.62532 3.99645
C 0.45516 -4.11781 1.03387
C -1.41898 4.81467 -0.37836
C 4.20756 -1.70032 -0.05089
C -1.30506 5.22642 -1.82260
C 0.84685 -5.59093 0.96566
C 0.91047 4.03434 2.93331
H -0.21837 1.89940 0.21782
H 4.11340 -1.62818 1.02997
H -2.26316 5.52942 -2.22994
H -4.93994 -1.10622 -0.45300
H 0.57837 0.57849 2.29617
H 0.33212 3.55988 2.14089
H 0.23026 -3.65646 0.07479
H 5.77077 -3.21118 0.00785
H -3.68019 0.60949 1.05815
H 4.03837 -3.75313 -0.05259
H 1.51603 3.22816 3.34576
H -0.51217 4.46814 0.10742
H -1.75050 5.70662 0.15533
H -0.45227 -0.09227 -1.43100
H 1.05031 -0.38977 0.90772
H -6.37711 -0.06066 -0.21626
H -0.65213 3.81112 4.32084
H 2.19867 -3.97798 -2.89666
H 0.55280 4.94088 4.87597
H 0.69042 -3.94537 -3.75515
H 1.87489 -5.66558 0.61993
H -0.40680 -0.77872 1.71033
H -5.01906 -0.15567 1.80590
H 2.78843 -3.28598 -5.22329
H -0.43339 -3.98107 1.64683
H 3.05067 -1.96825 -4.08030
H -1.92341 0.81334 -1.27854
H -0.83799 4.46418 -2.44174
H -1.51389 1.27404 1.10962
H 3.22105 -1.54972 -0.47959
H 0.21682 -6.11355 0.24832
*
```

Calculated values
Kohn-Sham gap in eV: 10.9938
HOMO energy in eV: -10.6776
Energy above the lowest of the compared OMol25 structures with the same formula, charge and spin in eV: 0.578
SMILES string: CCCC#N.ClCCCl.ClCCCl.ClCCCl.ClCCCl.ClCCCl.ClCCCl

Löwdin population analysis, charges in e, atoms 1 to 8:
1 Cl 0.557
2 Cl 0.540
3 Cl 0.539
4 Cl 0.539
5 Cl 0.543
6 Cl 0.561
7 Cl 0.617
8 Cl 0.616

---

[6]
Here is a molecular structure, C16H31CrF3O3P2S from the Open Molecules 2025 dataset. Energies are from wB97M-V/def2-TZVPD.

The geometry in ORCA input format:
```
! RIJCOSX wB97M-V def2-TZVPD def2/J DEFGRID3
* xyz 0 5
Cr -0.62678 0.52062 2.70268
S -2.79096 -1.09247 2.75638
P 0.85328 1.18606 1.42870
P 1.52720 -0.96197 -1.39463
F -5.37569 -1.23597 2.23707
F -4.83913 -0.13417 4.06909
F -4.75117 -2.33601 4.05842
O -2.05704 -0.92295 4.01140
O -2.60487 -2.30218 1.96892
O -2.73892 0.13210 1.92621
C -0.98189 -0.17129 -3.86974
C 1.65941 2.87570 0.97453
C -1.04930 -0.98307 -0.70767
C 2.41729 -1.52043 -2.98097
C -2.10366 2.00438 3.13054
C -4.56564 -1.22665 3.31376
C -0.43149 -1.74753 -1.94180
C 2.44289 0.22542 1.11537
C 0.86466 0.70281 -2.28958
C -1.30745 0.50011 -0.92333
C -0.80653 -1.51281 -3.28183
C 2.03487 -2.56367 -0.59145
C 0.28164 0.70757 -3.68868
C 1.27419 1.32682 3.24769
C -0.11579 1.21133 -1.37617
C 2.87963 -0.02082 -0.32162
H 3.14245 -2.32502 -2.79231
H 1.82303 1.24374 -2.31971
H -1.78903 0.91130 -0.01063
H 2.95729 -0.68116 -3.43536
H -1.84561 0.34055 -3.44005
H 2.29574 -0.72071 1.65712
H -1.66500 2.97037 3.44464
H -2.10094 0.66123 -1.65726
H 0.66645 2.08362 3.79465
H 1.85903 3.05523 -0.09672
H 3.09793 -2.71860 -0.88169
H 2.29118 1.67371 3.40509
H -1.95977 -1.44918 -0.33810
H -0.37505 -2.81491 -1.65428
H 1.00426 3.69275 1.31417
H -2.70466 2.24137 2.23118
H 3.19065 0.82061 1.66871
H 3.18339 0.93258 -0.79813
H 2.63461 2.95414 1.50252
H 1.42470 -3.38186 -1.01056
H -1.25792 -0.15945 -4.94538
H 1.74435 -1.92326 -3.75806
H 0.01193 1.75209 -3.92868
H -0.39814 -1.06245 0.18034
H 1.04036 0.43628 -4.41722
H 3.79895 -0.63083 -0.28807
H -1.27731 -2.31700 -3.86988
H -0.14486 2.30910 -1.21883
H 1.17049 0.34203 3.70303
H 1.93287 -2.53131 0.50278
H -2.84012 1.63413 3.88340
*
```

Calculated values
Kohn-Sham gap (spin up / spin down) in eV: 5.8505 / 6.9716
⟨S²⟩: 6.29
HOMO energy (spin up / spin down) in eV: -6.1635 / -7.3897
Energy above the lowest of the compared OMol25 structures with the same formula, charge and spin in eV: 6.725

Löwdin population analysis, charges in e, atoms 1 to 8:
1 Cr 0.427
2 S 0.523
3 P 0.827
4 P 0.916
5 F 0.133
6 F 0.113
7 F 0.133
8 O -0.315

---

Number 6 is which compound? C16H31CrF3O3P2S